1.
C22H43O10 | ωB97M-V/def2-TZVPD

Geometry (Å):
O  -1.19673  0.85428  0.74311
C  0.10196  0.99717  0.73805
O  0.68224  0.93079  -0.32843
O  0.67351  1.32129  1.80831
H  -1.22243  0.81425  -0.21571
C  2.36215  1.11096  -3.92122
C  3.61406  1.86474  -3.43765
O  3.73144  2.45670  -2.38751
C  4.78463  1.91191  -4.44086
H  2.60844  0.18968  -4.44914
H  1.72790  1.72757  -4.55809
H  1.69208  0.93845  -3.07899
H  4.49676  2.32438  -5.40787
H  5.10780  0.88631  -4.61915
H  5.62067  2.51148  -4.08078
C  -1.64288  0.88370  4.09382
C  -2.67453  0.79414  5.20344
O  -3.83139  1.15215  4.92046
C  -2.25815  0.14163  6.54857
H  -1.36172  -0.10860  3.74115
H  -0.74266  1.42859  4.37808
H  -2.09975  1.40300  3.25138
H  -3.20051  -0.07874  7.05006
H  -1.77380  0.92652  7.12948
H  -1.64583  -0.74985  6.41284
C  -4.45022  -0.88850  -3.71823
C  -3.79256  0.13104  -2.88563
O  -4.43365  1.02279  -2.26323
C  -2.27500  -0.06600  -2.65389
H  -4.59242  -1.80852  -3.15128
H  -3.90581  -1.04140  -4.65008
H  -5.44168  -0.49848  -3.94842
H  -1.89882  0.86274  -2.22490
H  -1.78796  -0.31774  -3.59597
H  -2.06730  -0.82440  -1.89904
C  3.39132  -3.57476  3.04741
C  1.90503  -3.20273  2.69802
O  1.16739  -3.96023  2.08397
C  1.48111  -1.82106  3.09639
H  4.02671  -3.02662  2.35178
H  3.54662  -4.63950  2.87331
H  3.79690  -3.34172  4.03194
H  0.43204  -1.74347  2.81086
H  2.03006  -1.04002  2.57035
H  1.54673  -1.62357  4.16634
C  -3.57179  -2.26442  3.26313
C  -3.69608  -2.40924  1.77516
O  -4.73166  -2.88843  1.25979
C  -2.55752  -1.85779  0.98227
H  -4.06095  -1.38028  3.67192
H  -2.52817  -2.30780  3.57470
H  -4.06037  -3.09876  3.76640
H  -2.07206  -2.67705  0.45193
H  -1.81122  -1.24574  1.48876
H  -2.99968  -1.23897  0.20146
C  3.57168  -1.47373  -0.66171
C  2.56933  -2.59279  -0.96785
O  2.93739  -3.73983  -1.15159
C  1.04224  -2.36081  -0.90419
H  3.49995  -0.75839  -1.48100
H  4.63088  -1.69112  -0.52411
H  3.26843  -0.89033  0.20765
H  0.72875  -1.66514  -1.68256
H  0.77927  -1.94688  0.06926
H  0.46961  -3.28730  -0.94665
C  0.47151  3.89332  -1.52040
C  0.75825  5.16410  -2.34853
O  0.98082  6.25387  -1.83548
C  0.72299  5.14202  -3.89714
H  0.29563  4.23268  -0.49961
H  1.33582  3.22953  -1.49937
H  -0.39017  3.31493  -1.85368
H  1.53407  4.47009  -4.17776
H  0.87930  6.11551  -4.36187
H  -0.22835  4.72852  -4.23193

For the highest occupied orbital energy, the calculation gives -5.0 eV. The calculation puts the total energy at -43987.3515 eV. The calculation puts the relative energy (zero: lowest compared OMol25 entry of this formula, charge and spin) at 170.7 kJ/mol. The calculation puts the orbital gap at 7.33 eV. Its total charge is -1.

---

2.
C22H44ClF6N4NbO8P | ωB97M-V/def2-TZVPD

Geometry (Å):
C  3.39763  -2.25471  0.70230
C  4.05320  -0.94865  0.25188
O  3.30697  -0.38711  -0.81693
C  3.44278  1.00945  -0.93203
C  2.55047  1.52160  -2.04330
O  1.15725  1.37565  -1.88306
C  0.65152  1.31618  -0.54513
Nb  -1.61411  1.56757  -0.63512
C  -2.07225  0.33670  -2.43272
N  -1.34748  3.13709  -1.80458
Cl  -1.74984  -0.47641  0.70874
C  -3.95424  1.91725  -0.47770
O  -4.48124  2.49478  -1.40118
C  -5.01577  1.54936  0.64794
F  -4.45140  0.94134  1.70602
F  -5.52963  2.72868  1.09494
C  -6.27735  0.71733  0.28928
F  -7.09284  0.75753  1.35805
F  -6.93693  1.27790  -0.73322
C  -6.04819  -0.79446  -0.07099
F  -4.82723  -1.20007  0.33505
F  -6.95286  -1.54305  0.56512
C  -6.20008  -1.06847  -1.58257
O  -7.24678  -1.33378  -2.07706
O  -5.05798  -0.96026  -2.26862
P  -1.39943  3.09369  1.43624
C  -0.23938  2.17287  2.54566
C  -2.82944  3.32018  2.57374
H  2.44713  -2.36499  0.16919
H  4.01690  -3.12414  0.46232
H  3.16985  -2.25742  1.77102
H  4.09478  -0.23053  1.08550
H  5.08258  -1.14048  -0.07242
H  4.47872  1.27628  -1.21246
H  3.23821  1.50531  0.02978
H  2.80270  2.58480  -2.21665
H  2.82580  0.97748  -2.95710
H  1.05237  2.16030  0.04704
H  0.94798  0.37450  -0.06545
H  -1.79013  0.90030  -3.33135
H  -3.10393  0.02028  -2.58974
H  -1.43045  -0.55473  -2.38266
H  -0.60845  3.76386  -1.49570
H  -1.21148  2.92533  -2.78903
H  -4.26937  -1.15712  -1.73005
H  -0.04985  1.16372  2.15780
H  0.71752  2.69762  2.64582
H  -0.69718  2.03417  3.52884
H  -2.53904  3.98323  3.39890
H  -3.65586  3.79177  2.04004
H  -3.14327  2.36743  3.00161
C  -1.11188  -0.39719  5.83389
O  -1.21562  0.62579  5.19296
N  0.05895  -0.83993  6.35145
C  0.15773  -2.06661  7.10259
C  1.24520  -0.03704  6.11480
H  -1.96344  -1.06782  6.04077
H  0.52046  -1.88521  8.11795
H  0.83480  -2.77591  6.62002
H  -0.82856  -2.52429  7.16612
H  1.12566  0.96417  6.53055
H  1.43155  0.07203  5.04582
H  2.09690  -0.52593  6.58448
C  8.11928  -2.61234  0.53947
O  7.07728  -1.99008  0.52390
N  9.33894  -2.03606  0.62447
C  10.55908  -2.80787  0.63897
C  9.40250  -0.58685  0.70126
H  8.15945  -3.71365  0.48299
H  11.12282  -2.64156  1.55991
H  11.20139  -2.55030  -0.20635
H  10.31179  -3.86632  0.57305
H  8.86656  -0.22132  1.57736
H  8.94520  -0.13190  -0.17750
H  10.44651  -0.28664  0.76330
C  -3.14926  -0.57570  -6.81727
O  -2.37444  0.15824  -6.24121
N  -4.47115  -0.66753  -6.55983
C  -5.32884  -1.55084  -7.31264
C  -5.05967  0.14138  -5.49933
H  -2.83207  -1.24803  -7.63708
H  -6.11768  -0.99504  -7.82654
H  -5.80400  -2.29024  -6.66337
H  -4.73613  -2.07760  -8.05990
H  -4.90560  1.20241  -5.69791
H  -4.60933  -0.08667  -4.53614
H  -6.12524  -0.07265  -5.45707

For the highest occupied orbital energy, the calculation gives -3.7 eV. The calculation puts the total energy at -85533.4565 eV. The calculation puts the orbital gap at 5.48 eV. Its total charge is -1.

---

3.
C22H44ClNO8P2S3 | ωB97M-V/def2-TZVPD

Geometry (Å):
C  -1.04906  -1.04887  2.50853
C  0.59612  -1.14582  2.25489
S  1.41175  0.51321  1.95003
C  0.19167  1.80965  1.36109
C  0.72864  2.41503  -0.06588
C  1.94334  3.53526  -0.07110
C  2.52702  4.20049  -1.48991
C  1.94535  3.73234  -2.98472
C  0.75947  2.60026  -2.98563
C  0.15448  1.95438  -1.56631
N  -0.95151  0.91648  -1.55081
P  -2.52761  1.68189  -1.95736
O  -3.10005  2.69899  -0.63191
Cl  -4.02869  0.13987  -2.18757
C  -0.65450  -0.23887  -2.51549
C  -0.82019  -1.77368  -1.93707
C  -0.49363  -3.03155  -2.97761
C  -0.05434  -2.76701  -4.56971
P  0.30884  -4.26441  -5.71570
S  1.28624  -5.56738  -4.58173
C  0.10317  -1.21326  -5.16539
C  -0.19719  0.02173  -4.10310
S  -0.02572  1.86778  -4.56633
H  -1.36896  -2.15667  2.81512
H  -1.32559  -0.33997  3.41740
H  -1.64462  -0.76316  1.53911
H  0.75831  -1.91162  1.35409
H  1.01269  -1.71729  3.21510
H  0.14169  2.70453  2.12760
H  -0.90428  1.42731  1.20453
H  2.35713  3.85151  0.99963
H  3.40096  4.98756  -1.35357
H  2.37698  4.18115  -3.99321
H  -3.79300  2.19596  -0.07950
H  -1.13039  -1.90584  -0.81341
H  -0.59854  -4.11349  -2.51053
H  -0.87565  -4.96743  -6.16611
H  1.23297  -3.94143  -6.80736
H  0.44172  -0.98443  -6.26656
C  3.51368  4.51982  4.04612
O  3.12202  3.45378  3.20099
H  3.33225  5.46631  3.53151
H  2.92667  4.49023  4.96743
H  4.57812  4.43118  4.27666
H  3.29458  2.62772  3.68405
C  6.26007  2.36895  6.14336
O  4.93274  1.92689  5.92700
H  6.40202  3.32756  5.63887
H  6.43316  2.49462  7.21505
H  6.96033  1.63693  5.73371
H  4.83666  1.07506  6.38598
C  6.48659  -0.77393  4.19849
O  5.51114  -0.91139  5.21519
H  7.48007  -0.82028  4.65063
H  6.37897  -1.58729  3.47659
H  6.36056  0.18981  3.69913
H  4.64065  -0.86641  4.78423
C  -4.96779  -1.82077  3.11319
O  -4.37052  -0.72649  2.44246
H  -4.85471  -1.68160  4.19089
H  -6.03074  -1.86625  2.86350
H  -4.47225  -2.74748  2.81373
H  -4.48646  -0.87775  1.48895
C  -4.91014  -2.62747  -4.94522
O  -4.06024  -2.75704  -3.82053
H  -5.02969  -3.60658  -5.41494
H  -5.88727  -2.25814  -4.62412
H  -4.46419  -1.93385  -5.66220
H  -3.97293  -1.87316  -3.42477
C  -4.11660  5.67631  0.98203
O  -2.92745  5.30878  1.65649
H  -4.45348  6.64516  1.35811
H  -3.91978  5.75262  -0.09021
H  -4.88932  4.92666  1.16904
H  -2.65273  4.44596  1.30212
C  -1.87613  -7.80569  -4.55852
O  -2.31334  -6.48009  -4.79451
H  -2.63156  -8.50085  -4.93225
H  -0.93354  -7.97847  -5.08384
H  -1.74109  -7.96027  -3.48526
H  -1.62335  -5.88631  -4.45268

For the highest occupied orbital energy, the calculation gives -8.2 eV. The calculation puts the total energy at -104982.7203 eV. The calculation puts the orbital gap at 7.30 eV. As for the SMILES: CCSCc1cccc2c1N(P(O)Cl)c1ccc([PH2]=S)cc1S2.CO.CO.CO.CO.CO.CO.CO.

---

The lowest total energy belongs to which entry?
C22H44ClNO8P2S3

---

Among the records above, which one has the lowest total energy?
C22H44ClNO8P2S3

---

What is the total energy in the third record?
-104982.7203 eV

---

The highest orbital gap belongs to which entry?
C22H43O10